(1)
{"formula": "C20H36AlF4NSi", "method": "ωB97M-V/def2-TZVPD", "symbols": ["C", "Si", "C", "C", "C", "C", "C", "C", "C", "C", "C", "C", "C", "C", "C", "N", "C", "C", "C", "C", "C", "C", "H", "H", "H", "H", "H", "H", "H", "H", "H", "H", "H", "H", "H", "H", "H", "H", "H", "H", "H", "H", "H", "H", "H", "H", "H", "H", "H", "H", "H", "H", "H", "H", "H", "H", "H", "H", "F", "Al", "F", "F", "F"], "xyz": [[0.98844, 0.39715, 1.24047], [2.13041, -0.66971, 0.14983], [3.41235, -1.39142, 1.32884], [1.22722, -1.98726, -0.85271], [-0.01087, -2.60193, -0.13881], [-1.21002, -1.61968, -0.15677], [-2.60859, -2.26593, -0.27746], [-3.24319, -2.21922, -1.68836], [-3.14108, -0.85698, -2.40482], [-3.77665, 0.31046, -1.61184], [-2.73197, 1.35255, -1.14215], [-3.34544, 2.35151, -0.10499], [-3.13338, 1.73531, 1.30794], [-2.33803, 2.81606, 2.12615], [-1.42527, 3.36089, 1.00214], [-2.40508, 3.54099, -0.11431], [3.06240, 0.57994, -0.95203], [4.43545, 0.73903, -0.87802], [5.03864, 1.69289, -1.67882], [4.30058, 2.48226, -2.52549], [2.93692, 2.30036, -2.61266], [2.31046, 1.35343, -1.82565], [1.54397, 1.26979, 1.60402], [0.20008, 0.78812, 0.57251], [0.51558, -0.16961, 2.05069], [4.05374, -2.14266, 0.86201], [3.97889, -0.55070, 1.74992], [2.82878, -1.81968, 2.15843], [0.92253, -1.61487, -1.84589], [1.93482, -2.80333, -1.06521], [-0.28345, -3.55926, -0.59962], [0.27353, -2.78351, 0.90726], [-1.19331, -1.09937, 0.81261], [-0.99958, -0.85568, -0.91250], [-2.49915, -3.32120, 0.00799], [-3.27481, -1.81710, 0.47077], [-2.88669, -3.05654, -2.30041], [-4.31939, -2.41687, -1.54579], [-2.08885, -0.67562, -2.65774], [-3.68305, -0.95298, -3.35424], [-4.42314, 0.86027, -2.31095], [-4.40574, -0.02257, -0.77687], [-2.40086, 1.92455, -2.02344], [-1.88127, 0.88974, -0.63972], [-4.39359, 2.58452, -0.29687], [-2.44642, 0.87882, 1.34754], [-4.04451, 1.38500, 1.80111], [-3.04244, 3.64238, 2.31604], [-1.82696, 2.41304, 2.99713], [-0.76880, 2.55564, 0.66035], [-0.91101, 4.27032, 1.31494], [-1.94971, 3.76775, -0.99780], [-2.95011, 4.35863, 0.18018], [5.00305, 0.12181, -0.18858], [6.11900, 1.80993, -1.60609], [4.77405, 3.24798, -3.13570], [2.34915, 2.91717, -3.29337], [1.22589, 1.24318, -1.89871], [3.80399, -5.80142, 5.40332], [4.09957, -4.53925, 4.29424], [4.86536, -5.16108, 2.89718], [5.10142, -3.35596, 5.01395], [2.60610, -3.81013, 3.83677]], "energy_ev": -48165.901, "homo_lumo_gap_ha": 0.28907, "charge": 0}

=====

(2)
{"formula": "C19H41NOP2PtSi", "method": "ωB97M-V/def2-TZVPD", "symbols": ["Pt", "Si", "P", "N", "H", "C", "H", "H", "H", "C", "H", "H", "H", "C", "H", "H", "H", "C", "H", "H", "H", "H", "H", "C", "C", "C", "C", "C", "C", "H", "H", "H", "H", "H", "C", "O", "C", "H", "H", "H", "C", "H", "H", "H", "C", "C", "P", "C", "C", "C", "C", "H", "H", "H", "H", "H", "H", "H", "H", "H", "H", "H", "H", "H", "H", "H"], "xyz": [[-0.32227, -0.55292, -0.21670], [-1.08181, 1.56942, -1.25068], [-1.51732, -1.82651, -1.99551], [1.17483, -0.54074, -1.19328], [-2.31543, -0.34715, 2.89098], [-1.65823, -3.67464, -1.84179], [-2.15944, -4.12915, -2.71563], [-2.22740, -3.91660, -0.92832], [-0.64524, -4.09975, -1.73993], [-3.27820, -1.34887, -2.30224], [-3.75054, -1.98687, -3.07022], [-3.30469, -0.29611, -2.62934], [-3.83905, -1.43238, -1.35638], [-0.73564, -1.63402, -3.65394], [-1.34143, -2.10451, -4.44797], [0.26683, -2.09180, -3.62713], [-0.61733, -0.55716, -3.85698], [-2.77550, 2.15307, -0.55503], [-2.75797, 2.18900, 0.54902], [-3.58410, 1.45904, -0.84577], [-3.03573, 3.16184, -0.92628], [-0.16266, 2.76217, -1.07480], [-1.27208, 1.54866, -2.75466], [2.34328, -0.49741, -1.90102], [4.55827, -1.38845, -2.42701], [3.37023, -1.45558, -1.69236], [2.54882, 0.52399, -2.86718], [3.74134, 0.57817, -3.59266], [4.75271, -0.37446, -3.37945], [5.34218, -2.13470, -2.25536], [3.20814, -2.24093, -0.94733], [1.75282, 1.25911, -3.02097], [3.88600, 1.37221, -4.33389], [5.68509, -0.32679, -3.95134], [-2.55253, -1.14932, 2.15546], [-1.70532, -0.99837, 1.04891], [-2.29489, -2.50501, 2.82656], [-3.24982, -2.95306, 3.15515], [-1.64010, -2.39349, 3.70891], [-1.81307, -3.19683, 2.11482], [-4.01067, -0.98367, 1.71185], [-4.44959, -1.95689, 1.42920], [-4.06829, -0.30444, 0.84322], [-4.61196, -0.54598, 2.52524], [1.96023, -0.53532, 3.14495], [1.15882, 0.76444, 3.09112], [0.63639, 1.16382, 1.36734], [-0.58401, 2.46271, 1.88728], [-0.05955, 3.51236, 2.87290], [2.29216, 1.41124, 0.59699], [3.19820, 2.40270, 1.32522], [1.37207, -1.36258, 2.69139], [2.16919, -0.79558, 4.20350], [2.92896, -0.44216, 2.61813], [0.23776, 0.57901, 3.68625], [1.72902, 1.57826, 3.57479], [-0.87135, 3.06558, 1.01789], [-1.46506, 1.97049, 2.34806], [0.82615, 4.03346, 2.46096], [-0.85270, 4.27024, 3.04550], [0.17713, 3.08255, 3.86431], [2.82686, 0.44250, 0.54000], [2.13178, 1.80798, -0.42317], [3.46963, 2.04959, 2.33752], [4.14627, 2.50717, 0.75680], [2.71980, 3.39943, 1.38410]], "spin_multiplicity": 5, "energy_ev": -53602.930, "homo_lumo_gap_ha": [0.20660, 0.25950], "charge": 0, "relative_energy_kj_mol": 96.5}

=====

(3)
{"formula": "C3H9NO3", "method": "ωB97M-V/def2-TZVPD", "symbols": ["C", "C", "C", "O", "O", "N", "H", "H", "H", "H", "H", "H", "H", "H", "H", "O"], "xyz": [[0.68320, -0.09526, -0.39751], [-0.66000, -0.76939, -0.79679], [-1.31468, -1.09926, 0.54422], [-0.77984, -2.22712, 1.05988], [-2.21571, -0.51401, 1.05201], [1.48841, 0.11206, -1.55695], [0.45368, 0.78194, 0.18035], [1.34479, -0.68304, 0.26876], [-1.18208, -0.12190, -1.49379], [-0.56156, -1.76311, -1.22575], [-1.43134, -2.54483, 1.70349], [1.35359, -0.61886, -2.25867], [1.64604, 0.99542, -2.03193], [2.48235, 4.20061, 0.22775], [0.95659, 4.05247, 0.18172], [1.77045, 3.55333, 0.22879]], "spin_multiplicity": 2, "energy_ev": -10880.588, "homo_lumo_gap_ha": [0.41599, 0.21690], "charge": 1, "relative_energy_kj_mol": 20.7}

=====

(4)
{"formula": "C2H7N2O2", "method": "ωB97M-V/def2-TZVPD", "symbols": ["C", "C", "N", "N", "O", "O", "H", "H", "H", "H", "H", "H", "H"], "xyz": [[-2.26691, -0.35399, 0.02462], [2.79395, 0.50620, 0.16186], [-0.14305, 0.76299, -0.23065], [-0.81831, -0.25318, -0.16681], [-0.16581, -1.32963, 0.13048], [2.31373, -0.52630, -0.17833], [-2.63069, -0.86275, -0.95535], [-2.87620, 0.55766, 0.09724], [-2.53208, -0.90241, 0.89007], [3.98348, 0.63220, 0.43063], [2.08915, 1.36854, 0.34204], [-0.56252, 1.63603, -0.42629], [0.81525, -1.23536, -0.11952]], "energy_ev": -9251.295, "homo_lumo_gap_ha": 0.32367, "charge": 1, "relative_energy_kj_mol": 528.5}

=====

(5)
{"formula": "C4H8N2O2", "method": "ωB97M-V/def2-TZVPD", "symbols": ["C", "C", "C", "C", "N", "N", "O", "O", "H", "H", "H", "H", "H", "H", "H", "H"], "xyz": [[3.97357, 0.18178, -0.09905], [-0.21743, -0.41211, -0.04208], [-1.58194, -0.81805, -0.54940], [0.00881, 1.02961, 0.51159], [0.70562, -1.33838, 0.26238], [4.74965, -0.44535, 0.50294], [3.36123, 1.00903, -0.67787], [0.82380, -0.63886, -1.10864], [-1.73587, -1.85672, -0.52627], [-1.72438, -0.53375, -1.54309], [-2.42976, -0.62635, 0.07496], [-0.37141, 1.76839, -0.30189], [1.04449, 1.20118, 0.72643], [-0.59334, 1.33369, 1.48217], [1.39690, 0.12684, -1.10124], [4.99770, -1.43266, 0.84078]], "energy_ev": -11347.872, "homo_lumo_gap_ha": 0.30910, "charge": 0, "relative_energy_kj_mol": 602.2}

=====

(6)
{"formula": "CH5PS2", "method": "ωB97M-V/def2-TZVPD", "symbols": ["C", "P", "S", "S", "H", "H", "H", "H", "H"], "xyz": [[1.02579, 0.05032, 0.21605], [-0.53026, 1.04217, 0.37248], [-1.65150, -1.82261, -1.24847], [-0.42425, 2.91504, 0.89642], [1.86974, 0.73415, -0.29346], [0.74865, -0.76484, -0.48167], [1.43441, -0.32464, 1.25784], [-0.90771, 0.42724, 1.72397], [-1.56487, -2.25682, -2.44317]], "energy_ev": -32074.458, "homo_lumo_gap_ha": [0.26498, 0.21857], "charge": 0, "relative_energy_kj_mol": 347.2}